Here is a 44-piece molecular cluster, C8H102F3NO44Si overall in a non-equilibrium geometry from the OMol25 dataset. Energies are from the ωB97M-V functional and the def2-TZVPD basis.

Positions of all 159 atoms, in Å:
1 Si -1.741388 -0.819589 -1.308359
2 F -0.519020 0.309202 3.456586
3 F 0.791867 -1.000521 2.437740
4 F -0.758929 -1.831123 3.629580
5 O 7.218244 8.045384 4.104765
6 O -6.749889 -1.469376 -5.896428
7 O -1.424749 -5.082675 -3.562206
8 O -1.374243 2.609380 5.832894
9 O 3.218666 -3.105253 5.002621
10 O -7.086644 -3.217306 2.283032
11 O 3.700443 -2.986903 -3.644895
12 O 3.774709 -0.038505 5.930251
13 O 5.301614 -0.383464 -2.112166
14 O -5.229042 -5.767479 -0.964460
15 O 6.303208 -3.626206 -2.744432
16 O 9.918827 9.589296 3.598597
17 O 3.892746 -0.255022 -4.635823
18 O -4.843587 -2.422088 -9.294805
19 O -1.082839 -8.387498 -4.228073
20 O -4.912947 0.217622 -4.082837
21 O 3.341577 3.052912 6.088853
22 O 1.448369 -0.840584 -3.129705
23 O -0.235417 2.353871 -7.106587
24 O -7.907132 -0.585819 1.950434
25 O -5.467315 0.290365 -8.095545
26 O -4.418801 -4.763686 -3.893678
27 O -6.325461 -0.040410 -0.703584
28 O -10.240444 0.075682 -2.638041
29 O 3.515031 -0.326566 3.069431
30 O 5.723512 -3.199628 2.995258
31 O 6.967958 4.009617 0.066823
32 O 6.186003 6.298258 2.108555
33 O -1.740928 3.866224 3.078495
34 O 1.882375 1.038361 -5.919734
35 O -4.607428 -1.792874 1.594334
36 O 6.692901 5.599113 -2.229348
37 O 2.694167 -0.357347 -0.210200
38 O -8.232810 -4.465198 4.316432
39 O 2.326105 6.632096 4.589635
40 O 5.834228 -1.040656 1.001248
41 O -0.903088 1.995817 8.696801
42 O 0.778590 2.914504 1.873899
43 O 6.810849 -4.271170 6.027151
44 O 3.111779 5.018477 2.242346
45 O 1.152309 1.201229 5.592602
46 O -8.468394 -2.289014 -1.018076
47 O 7.695238 1.218013 -3.557629
48 O -4.884047 3.888464 -0.298553
49 N -0.009363 -5.508057 -1.822535
50 C -0.670653 -4.641380 -2.716366
51 C -3.548338 -0.314881 -0.998327
52 C -0.648706 -0.668855 0.237802
53 C -0.492054 -0.864790 2.773186
54 C -1.427983 -0.818056 1.565625
55 C -1.815939 -2.565677 -2.048870
56 C -0.482736 -3.128890 -2.609019
57 C -3.679575 1.134293 -0.424344
58 H -2.211315 -3.275380 -1.308612
59 H -2.069457 -1.698986 1.523390
60 H 6.474953 6.265525 -2.881533
61 H 7.554748 5.261707 -2.500455
62 H -6.311597 -1.755973 -5.085551
63 H -7.045185 -0.679540 1.522348
64 H 7.186161 -3.711613 -3.117258
65 H -4.053171 -0.477453 -1.962416
66 H -4.785028 1.125668 -4.374219
67 H 1.273448 -0.161130 -3.789595
68 H 6.374734 4.105912 -0.689873
69 H 4.071125 -3.237432 4.572258
70 H 3.556468 2.117568 6.174157
71 H -0.568064 -6.359889 -1.820379
72 H -9.788290 -0.210305 -1.835328
73 H 4.732605 -0.294910 -2.890487
74 H -4.171836 -2.061831 2.408911
75 H -1.027242 2.420266 7.836241
76 H 2.677706 -0.789058 3.078277
77 H -1.966349 -8.621250 -4.525624
78 H -3.889797 1.035143 0.644441
79 H 7.036642 -3.425228 6.423632
80 H -5.521693 4.354852 0.250687
81 H 2.317410 -1.183073 -3.373648
82 H -4.032460 4.087019 0.104561
83 H 0.398580 -2.886950 -2.010237
84 H -0.191934 0.331996 0.271638
85 H 6.315658 -4.033821 5.233747
86 H 5.595905 -1.213707 0.077234
87 H 4.762863 -0.593924 -4.879225
88 H -0.845180 3.764761 2.698390
89 H 2.702421 -0.408226 0.751990
90 H 3.708671 0.425566 -5.295995
91 H 3.813854 -0.151065 6.886840
92 H -0.259611 -2.794651 -3.622139
93 H 4.114459 3.514513 6.425899
94 H 2.966109 0.481537 5.784080
95 H -3.469486 -4.918571 -3.775398
96 H -5.380104 -0.200367 -4.812626
97 H -7.928958 -2.791147 2.098985
98 H -6.309335 -0.176256 -8.065301
99 H 7.913037 8.611878 4.462511
100 H 6.210448 7.151720 2.564896
101 H -9.082278 -4.913298 4.368822
102 H 1.112357 2.016912 1.950234
103 H 4.390413 -2.434911 -3.273979
104 H -0.069934 1.525758 8.606706
105 H -11.063692 -0.420768 -2.633497
106 H -4.713325 -5.566672 -1.757264
107 H 4.033459 -3.879539 -3.515139
108 H 0.177970 -1.383860 0.155232
109 H -1.680217 4.698765 3.561154
110 H -1.074614 2.741772 -7.373844
111 H -4.902399 -1.481229 -9.073656
112 H 2.799407 5.601039 1.542205
113 H -2.755499 1.685137 -0.627589
114 H -1.199585 0.095019 -2.341420
115 H -4.699292 -5.468128 -4.485456
116 H 8.114727 0.940361 -2.733726
117 H 2.664206 5.844101 4.142530
118 H -1.136185 -7.439484 -4.049701
119 H 4.877551 0.180782 -1.453098
120 H 6.578593 4.572084 0.734817
121 H 4.837393 -3.314783 2.638848
122 H -0.546072 2.124435 5.722010
123 H -2.541707 -2.513476 -2.869507
124 H -8.018322 -2.566608 -0.211850
125 H -5.027461 0.010760 -7.286270
126 H -4.538038 1.602998 -0.887451
127 H -9.287857 -2.792113 -1.013258
128 H -7.068703 -3.274611 3.248331
129 H 7.559413 7.152774 4.225222
130 H 5.350462 -0.233654 1.226112
131 H 2.008867 1.948107 -6.212158
132 H 1.482890 3.473717 2.262629
133 H 6.859309 0.738789 -3.555438
134 H 3.030203 7.279532 4.492295
135 H 3.939552 -0.598414 3.891894
136 H -7.852651 0.275944 2.372877
137 H 7.059684 6.223631 1.709494
138 H 1.407142 2.097937 5.323078
139 H -5.463103 -2.247009 1.631648
140 H 6.109894 -2.506926 2.437782
141 H -5.727937 -2.655286 -9.589608
142 H 0.596568 0.857472 4.862649
143 H -6.511570 0.825596 -1.079583
144 H -7.772553 -4.741620 5.116478
145 H 1.851623 0.054508 -0.425613
146 H -2.062016 0.058589 1.721275
147 H -0.139120 -5.114003 -0.891294
148 H 10.793841 9.274294 3.352813
149 H -1.499398 3.058869 4.981193
150 H -7.591190 -1.935043 -5.872264
151 H 3.318649 -2.271421 5.474550
152 H 9.719619 10.269121 2.947486
153 H 4.023395 5.307209 2.400570
154 H 1.432676 0.620118 -6.663410
155 H -0.284629 2.300967 -6.145679
156 H -5.359706 -6.719116 -1.001614
157 H -7.122204 -0.555948 -0.883116
158 H -3.940597 -1.087795 -0.321209
159 H 6.318651 -2.766906 -2.302806

Forces on the atoms, in the same order (eV/Å):
-1.134 0.143 -0.432
-0.305 0.367 0.290
1.009 -0.315 -0.351
-0.336 -0.472 0.584
-0.003 -0.132 0.119
0.146 -0.013 0.135
-0.205 -0.649 -0.381
0.133 0.141 -0.219
-0.048 0.055 -0.122
0.461 0.051 -0.417
-0.407 0.073 -0.162
0.049 0.220 0.263
0.313 -0.084 -0.016
0.153 -0.100 -0.023
0.197 0.220 0.082
-0.006 0.016 -0.020
0.906 -0.005 0.119
-0.028 0.074 -0.008
-0.054 0.100 0.118
0.107 0.001 -0.146
-0.141 -0.041 -0.042
-0.100 0.226 0.136
-0.079 0.103 0.067
-0.002 0.075 -0.021
0.103 -0.063 -0.200
0.065 -0.221 0.242
-0.564 -0.130 0.188
-0.007 -0.056 0.104
0.144 0.252 -0.219
-0.025 -0.099 0.339
0.041 -0.339 -0.118
-0.116 -0.057 0.029
0.585 0.201 0.156
0.206 0.165 0.000
0.033 0.023 0.218
0.103 -0.041 -0.038
0.248 0.117 0.171
-0.069 -0.227 0.591
0.092 -0.059 0.069
-0.059 0.145 -0.367
0.104 0.043 -0.019
0.369 0.622 0.432
-0.093 0.080 -0.002
0.156 0.015 0.077
-0.164 0.070 -0.520
-0.036 0.123 0.111
0.095 -0.084 0.017
-0.134 0.296 0.041
-1.510 0.731 0.124
0.298 0.474 0.037
1.313 -0.481 0.074
-0.111 0.319 0.276
-0.711 0.211 -0.744
0.432 0.028 -0.365
0.663 0.200 -0.041
0.129 -1.041 0.297
-0.182 -1.726 -0.451
-0.121 0.215 -0.001
0.119 -0.013 0.311
-0.111 0.123 -0.174
-0.063 -0.038 0.102
-0.077 -0.307 -0.036
0.049 0.167 -0.058
-0.002 -0.090 -0.019
0.091 0.342 0.331
-0.010 0.042 0.079
0.063 0.010 -0.034
0.189 0.139 0.031
0.093 0.023 0.074
0.334 0.120 -0.014
0.436 -0.277 -0.150
0.093 -0.039 -0.053
-0.348 0.187 0.000
-0.070 -0.002 0.055
-0.199 0.007 0.006
-0.239 -0.266 0.125
0.004 -0.038 -0.027
0.193 0.393 -0.070
0.035 -0.008 0.020
-0.003 0.018 -0.013
-0.074 -0.162 -0.082
0.035 -0.114 0.020
-0.169 0.007 0.079
-0.036 -0.126 -0.297
0.118 -0.045 -0.145
0.070 -0.034 0.247
-0.138 -0.224 -0.231
-0.385 -0.335 -0.053
0.124 -0.025 0.065
-0.486 -0.013 0.083
0.055 -0.134 -0.012
-0.161 0.219 0.143
-0.044 0.080 -0.009
-0.438 -0.486 -0.190
0.201 0.197 -0.149
-0.126 0.231 -0.027
-0.010 0.234 0.258
-0.065 0.078 0.222
0.050 0.107 -0.230
0.069 0.022 0.008
-0.042 0.041 -0.094
0.034 -0.113 0.040
0.123 -0.105 0.121
0.015 -0.025 0.021
-0.043 0.041 -0.036
-0.211 0.191 -0.121
0.079 -0.002 0.052
-0.172 -0.002 0.110
-0.174 0.100 -0.074
0.021 -0.009 -0.084
0.066 -0.009 -0.014
-0.040 0.020 0.012
-0.266 0.332 0.215
0.226 0.041 -0.014
-0.040 0.042 -0.054
-0.090 0.080 -0.106
-0.179 0.089 -0.085
0.026 0.118 -0.088
-0.164 -0.086 -0.035
-0.285 0.049 0.194
0.036 0.040 -0.244
-0.203 -0.008 0.241
-0.020 -0.075 0.210
0.108 -0.094 -0.057
-0.038 -0.051 0.034
0.238 0.393 0.053
-0.008 -0.021 -0.069
-0.226 -0.148 -0.345
-0.016 -0.005 0.081
-0.006 -0.247 0.167
-0.140 0.012 -0.058
-0.185 -0.345 -0.397
-0.023 0.048 0.215
-0.023 0.059 0.055
0.094 0.076 0.002
-0.098 0.034 -0.001
0.004 0.106 -0.041
0.124 -0.056 0.083
-0.073 -0.256 0.090
-0.205 0.061 -0.030
0.012 -0.053 -0.031
0.546 0.024 0.377
0.034 0.018 -0.012
-0.020 -0.008 0.012
-0.015 -0.079 -0.284
-0.094 -0.217 -0.102
0.748 0.061 0.035
0.014 -0.048 0.069
-0.192 -0.127 0.044
-0.073 0.078 -0.014
0.011 0.082 0.059
-0.065 0.016 0.019
0.031 -0.186 -0.172
-0.044 -0.004 0.013
-0.040 -0.079 -0.005
-0.019 -0.013 0.052
-0.015 0.001 -0.167
-0.113 0.530 -0.173
0.000 -0.043 0.080

F_max, eV/A: 1.794
HOMO-LUMO gap, eV: 8.86
M, g/mol: 1001.95
Multiplicity: 1